Record 1
82
Properties=species:S:1:pos:R:3 method="wB97M-V/def2-TZVPD" e_homo_ev="-12.2133 / -12.2142" charge=+2 gap_ha="0.1787 / 0.1787" e_lumo_ev="-7.351 / -7.351" relative_energy_kcal_mol=22.7
Hf 0.58 1.04 -1.71
C 0.49 3.77 -2.27
C -0.20 3.78 -1.09
C -1.70 3.67 -0.91
C -2.31 2.83 -2.04
C -1.42 1.63 -2.27
C -0.61 1.46 -3.46
C -0.18 2.58 -4.37
C -0.11 3.94 -3.66
C 1.28 -0.58 -3.01
H 1.55 4.04 -2.27
H 0.28 4.23 -0.20
H -2.17 4.67 -0.83
H -1.89 3.18 0.07
H -3.31 2.46 -1.76
H -2.40 3.40 -2.97
H -1.94 0.74 -1.90
H -0.80 0.53 -3.97
H -0.86 2.61 -5.23
H 0.81 2.35 -4.76
H 0.53 4.62 -4.24
H -1.10 4.42 -3.65
H 2.34 -0.86 -2.87
H 1.19 -0.24 -4.06
H 0.70 -1.54 -2.99
P -1.46 -0.76 0.17
P 0.78 0.03 2.37
N -2.76 -1.18 -1.31
N -2.04 -2.04 1.11
N 1.77 0.84 1.00
N 1.77 0.69 3.57
C -1.75 0.67 1.25
C -0.62 1.18 2.20
C -2.45 -1.46 -2.64
C -3.60 -1.35 -3.43
C -4.68 -1.12 -2.54
C -4.15 -1.04 -1.26
C -1.86 -3.36 0.69
C -2.79 -4.15 1.33
C -3.59 -3.29 2.14
C -3.14 -2.01 1.95
C 2.87 0.27 0.43
C 3.36 1.02 -0.60
C 2.46 2.13 -0.78
C 1.43 1.99 0.24
C 1.98 2.06 3.74
C 3.01 2.23 4.65
C 3.48 0.93 5.01
C 2.74 0.01 4.30
H -2.63 0.40 1.85
H -2.11 1.49 0.61
H -0.32 2.19 1.89
H -1.01 1.28 3.23
H -1.45 -1.75 -2.93
H -3.63 -1.43 -4.51
H -5.73 -1.02 -2.82
H -4.66 -0.94 -0.32
H -1.07 -3.61 0.00
H -2.87 -5.23 1.25
H -4.40 -3.56 2.82
H -3.48 -1.08 2.38
H 3.17 -0.73 0.75
H 4.29 0.84 -1.15
H 2.75 3.11 -1.15
H 1.04 2.86 0.79
H 1.39 2.77 3.19
H 3.37 3.18 5.00
H 4.27 0.71 5.71
H 2.79 -1.07 4.23
C 0.22 -1.25 -0.20
C 1.09 -2.02 0.33
C 1.86 -2.95 1.12
C 3.28 -2.93 1.43
C 3.93 -3.98 2.11
C 3.24 -5.14 2.48
C 1.85 -5.11 2.36
C 1.19 -4.03 1.77
H 3.94 -2.12 1.11
H 5.03 -3.91 2.25
H 3.78 -6.03 2.82
H 1.27 -5.97 2.70
H 0.10 -4.04 1.73

---

Record 2
6
Properties=species:S:1:pos:R:3 method="wB97M-V/def2-TZVPD" e_homo_ev=-10.2076 gap_ha=0.4273 e_lumo_ev=1.420 relative_energy_kcal_mol=11.3
C 0.61 0.26 -0.08
C -0.68 -0.03 0.08
H 0.99 -0.08 -1.08
H 1.37 0.38 0.72
H -1.19 -0.37 -0.82
H -1.09 -0.16 1.17

---

Record 3
104
Properties=species:S:1:pos:R:3 method="wB97M-V/def2-TZVPD" e_homo_ev=-12.7022 charge=+2 gap_ha=0.2361 e_lumo_ev=-6.278 relative_energy_kcal_mol=13.8
Zr -0.07 -0.38 1.31
C 0.06 2.63 2.73
O -0.81 1.59 2.21
C -2.12 2.01 1.87
C -2.56 3.30 2.05
C -3.87 3.61 1.68
C -4.70 2.65 1.14
C -4.24 1.35 0.98
C -2.94 1.03 1.34
N -2.37 -0.27 1.23
N -3.23 -1.20 1.09
C -2.90 -2.51 1.23
C -1.72 -2.91 1.89
O -0.76 -2.04 2.14
C -1.57 -4.25 2.31
C -2.53 -5.17 1.98
C -3.69 -4.83 1.24
C -4.64 -5.80 0.88
C -5.77 -5.45 0.18
C -5.97 -4.11 -0.18
C -5.06 -3.14 0.15
C -3.90 -3.48 0.87
H -0.36 3.01 3.66
H 1.02 2.18 2.92
H 0.15 3.42 1.99
H -1.93 4.07 2.48
H -4.22 4.62 1.82
H -5.71 2.90 0.86
H -4.88 0.58 0.57
H -0.69 -4.52 2.87
H -2.41 -6.20 2.29
H -4.47 -6.83 1.17
H -6.50 -6.20 -0.09
H -6.86 -3.84 -0.73
H -5.23 -2.11 -0.13
Br -0.21 -2.82 -1.00
C 1.00 -4.16 -0.28
Br 2.44 -3.44 0.76
H 1.42 -4.68 -1.12
H 0.41 -4.81 0.36
F -5.22 5.54 -2.46
C -4.28 4.62 -2.23
C -3.11 5.01 -1.60
C -2.15 4.04 -1.35
C -2.36 2.72 -1.73
C -3.54 2.37 -2.38
C -4.51 3.32 -2.63
Sb -0.82 1.33 -1.31
C 0.82 2.37 -2.12
C 1.84 2.78 -1.26
C 2.90 3.54 -1.74
C 2.92 3.86 -3.08
F 3.94 4.58 -3.55
C 1.92 3.48 -3.95
C 0.86 2.74 -3.46
C -1.25 -0.21 -2.71
C -0.44 -0.48 -3.81
C -0.74 -1.54 -4.65
C -1.85 -2.32 -4.37
F -2.12 -3.35 -5.18
C -2.67 -2.08 -3.29
C -2.36 -1.02 -2.45
H -2.97 6.04 -1.32
H -1.22 4.34 -0.87
H -3.70 1.35 -2.72
H -5.43 3.07 -3.14
H 1.81 2.54 -0.21
H 3.69 3.88 -1.08
H 1.97 3.78 -4.99
H 0.05 2.46 -4.13
H 0.42 0.13 -4.02
H -0.13 -1.77 -5.51
H -3.52 -2.73 -3.11
H -2.99 -0.84 -1.59
N 8.43 -1.95 -0.23
C 7.54 -1.07 0.30
C 7.30 -1.05 1.68
C 6.39 -0.17 2.22
C 5.69 0.70 1.38
C 5.92 0.70 0.01
C 6.83 -0.18 -0.53
S 4.55 1.80 2.06
O 4.84 2.05 3.43
O 4.26 2.83 1.12
N 3.07 0.95 2.12
C 2.56 0.25 3.16
S 3.32 0.06 4.68
C 1.97 -0.88 5.22
C 1.03 -0.96 4.28
N 1.35 -0.31 3.08
H 9.05 -2.46 0.37
H 8.72 -1.85 -1.19
H 7.86 -1.72 2.33
H 6.25 -0.13 3.29
H 5.40 1.40 -0.63
H 7.03 -0.17 -1.60
H 1.95 -1.29 6.22
H 0.09 -1.47 4.36
C 2.59 -0.66 -0.65
O 1.46 -0.33 0.15
H 2.95 0.24 -1.15
H 2.30 -1.39 -1.40
H 3.38 -1.08 -0.02
H 2.62 0.79 1.22

---

Record 4
8
Properties=species:S:1:pos:R:3 method="wB97M-V/def2-TZVPD" e_homo_ev=-4.8938 charge=-1 gap_ha=0.2958 e_lumo_ev=3.155 relative_energy_kcal_mol=38.1
N -0.46 -0.83 1.60
O -0.78 1.27 -0.25
O -0.10 -0.83 -1.18
O 1.27 1.17 -1.72
O 1.37 0.34 0.48
S 0.53 0.43 -0.67
Br -1.63 0.03 0.80
H -0.19 -1.59 0.94

---

Record 5
11
Properties=species:S:1:pos:R:3 method="wB97M-V/def2-TZVPD" e_homo_ev=-10.0032 gap_ha=0.3854 e_lumo_ev=0.484 relative_energy_kcal_mol=53.8
C -1.23 1.75 0.59
N -1.39 0.62 0.02
N -0.24 -0.15 -0.13
C -0.17 -1.33 -0.80
N 1.03 -1.84 -0.73
C 1.69 -0.89 0.01
N 0.99 0.16 0.39
H -2.12 2.34 0.68
H -0.26 2.07 0.99
H -1.07 -1.76 -1.27
H 2.76 -0.96 0.25

---

Record 6
52
Properties=species:S:1:pos:R:3 method="wB97M-V/def2-TZVPD" s2=0.778 e_homo_ev="0.0335 / -1.8717" charge=-1 gap_ha="0.0848 / 0.1540" e_lumo_ev="2.341 / 2.320" spin_multiplicity=2 relative_energy_kcal_mol=47.0
O 2.33 0.43 -3.61
C 1.62 1.56 -4.18
C 0.45 0.71 -4.70
H 2.14 2.13 -4.97
H 1.35 2.20 -3.33
C 1.21 -0.42 -3.91
H 0.46 0.45 -5.78
H -0.52 0.89 -4.29
C 1.57 -1.49 -4.90
H 2.02 -1.05 -5.78
H 0.68 -2.01 -5.21
H 2.25 -2.23 -4.50
C 0.53 -1.00 -2.67
H -0.21 -0.32 -2.22
H 1.18 -1.28 -1.83
H -0.05 -1.90 -2.92
Cu -0.04 0.64 1.74
C -3.96 -0.82 1.25
C -3.60 0.09 2.29
C -2.54 0.92 1.81
H -4.15 0.21 3.21
C -2.22 0.50 0.47
C -3.08 -0.60 0.14
H -3.10 -1.18 -0.79
H -4.80 -1.52 1.27
H -2.17 1.80 2.34
H -1.74 1.10 -0.29
C -2.24 -2.75 2.87
C -2.04 -2.97 1.46
C -0.83 -2.39 1.04
H -2.75 -3.50 0.86
C -0.22 -1.78 2.19
C -1.12 -2.00 3.32
H -0.99 -1.59 4.34
H -5.33 -3.34 4.50
H -0.42 -2.38 0.04
H 0.86 -1.63 2.32
O 1.43 1.86 1.99
C 2.33 1.41 0.97
C 3.49 2.42 0.74
H 1.71 1.24 0.10
H 2.77 0.45 1.29
C 3.42 3.45 1.85
H 3.38 2.95 -0.22
H 4.47 1.92 0.73
C 2.34 2.91 2.78
H 3.19 4.41 1.39
H 4.35 3.54 2.41
H 1.74 3.69 3.25
H 2.81 2.30 3.57
N -4.52 -3.06 4.02
C -3.44 -3.00 3.56

---

Record 7
22
Properties=species:S:1:pos:R:3 method="wB97M-V/def2-TZVPD" e_homo_ev=-8.8759 gap_ha=0.2234 e_lumo_ev=-2.796 relative_energy_kcal_mol=167.9
C -1.55 -0.01 1.92
C -0.83 -0.04 0.57
C -0.13 -1.39 0.31
C 1.23 -1.25 0.97
O 1.81 -0.15 0.48
N -1.60 0.49 -0.43
C -1.00 0.57 -1.74
N 0.33 1.24 -1.84
H -2.44 -0.65 1.85
H -0.91 -0.35 2.73
H -1.90 1.00 2.09
H 0.08 0.67 0.64
H -0.77 -2.23 0.62
H 0.01 -1.51 -0.76
H 1.79 -2.18 0.74
H 1.05 -1.25 2.06
H 1.04 0.68 -1.34
H -0.86 -0.42 -2.19
H -1.64 1.16 -2.39
H 3.05 1.53 -1.78
H 3.01 1.99 -1.22
H 0.23 2.09 -1.29

---

Record 8
76
Properties=species:S:1:pos:R:3 method="wB97M-V/def2-TZVPD" e_homo_ev=-6.5540 charge=-2 gap_ha=0.3794 e_lumo_ev=3.769 relative_energy_kcal_mol=0.0
C 3.10 1.28 1.39
C 3.16 -0.25 1.31
N 1.80 -0.92 1.33
C 2.06 -2.41 1.31
C 1.11 -0.51 2.60
C 1.92 -0.65 3.90
C 0.95 -0.50 0.17
C 1.45 -0.83 -1.23
O 2.71 -0.32 -1.57
C 3.16 -0.62 -2.86
H 2.49 1.65 0.57
H 4.13 1.60 1.22
H 2.79 1.64 2.37
H 3.86 -0.77 1.96
H 3.60 -0.45 0.34
H 2.61 -2.59 0.39
H 1.09 -2.90 1.34
H 2.74 -2.67 2.12
H 0.33 -1.26 2.71
H 0.62 0.46 2.56
H 1.25 -0.67 4.76
H 2.56 0.23 4.05
H 2.55 -1.54 3.91
H 0.69 0.56 0.20
H -0.01 -1.02 0.32
H 0.77 -0.36 -1.96
H 1.41 -1.91 -1.41
H 2.68 -0.04 -3.65
H 3.02 -1.68 -3.09
H 4.23 -0.46 -2.90
C -3.24 2.95 -3.13
C -2.16 2.65 -2.07
C -1.87 3.67 -1.01
O -0.62 3.40 -0.42
C -0.51 3.99 0.86
N -2.42 1.31 -1.42
H -3.27 1.38 -0.85
H -2.59 0.57 -2.10
H -1.76 0.93 -0.73
H -4.22 3.07 -2.67
H -3.27 2.14 -3.86
H -2.96 3.82 -3.71
H -1.20 2.41 -2.54
H -2.68 3.74 -0.26
H -1.96 4.69 -1.40
H 0.39 3.66 1.37
H -1.37 3.72 1.48
H -0.54 5.08 0.77
As -2.24 -3.41 -1.15
F -1.49 -1.84 -1.71
F -2.32 -2.74 0.47
F -3.05 -4.81 -0.52
F -2.16 -4.05 -2.77
F -0.66 -4.04 -0.75
F -3.79 -2.65 -1.58
As 0.33 2.79 -5.46
F 1.50 3.92 -6.15
F -1.01 3.73 -6.13
F -0.85 1.68 -4.77
F 1.67 1.86 -4.77
F 0.26 3.78 -4.03
F 0.38 1.84 -6.91
As -2.88 0.64 2.62
F -3.84 -0.69 2.05
F -1.79 0.47 1.21
F -1.98 2.04 3.17
F -3.97 0.72 3.98
F -1.91 -0.48 3.54
F -3.90 1.74 1.64
As 0.75 -5.11 3.96
F 0.59 -3.37 4.06
F 0.39 -5.01 2.27
F 0.96 -6.85 3.79
F 0.96 -5.30 5.68
F -1.00 -5.27 4.21
F 2.45 -4.84 3.64